{"formula": "C54H162N27O9P9", "method": "ωB97M-V with the def2-TZVPD basis set", "max_force_ev_per_a": 3.86, "smiles": "CN(C)P(=O)(N(C)C)N(C)C.CN(C)P(=O)(N(C)C)N(C)C.CN(C)P(=O)(N(C)C)N(C)C.CN(C)P(=O)(N(C)C)N(C)C.CN(C)P(=O)(N(C)C)N(C)C.CN(C)P(=O)(N(C)C)N(C)C.CN(C)P(=O)(N(C)C)N(C)C.CN(C)P(=O)(N(C)C)N(C)C.CN(C)P(=O)(N(C)C)N(C)C", "total_charge": 0, "e_homo_ha": -0.28040, "e_tot_ev": -200894.664, "elements": ["H", "H", "N", "P", "C", "N", "H", "P", "H", "H", "C", "N", "H", "H", "H", "H", "C", "H", "H", "H", "C", "H", "C", "H", "N", "C", "C", "H", "N", "H", "H", "H", "H", "C", "H", "H", "H", "N", "C", "C", "C", "H", "H", "H", "C", "H", "N", "O", "C", "C", "H", "O", "H", "C", "H", "H", "C", "H", "C", "N", "C", "O", "H", "H", "N", "H", "H", "H", "H", "H", "H", "H", "H", "H", "C", "N", "C", "H", "N", "H", "H", "H", "H", "N", "H", "C", "P", "H", "H", "H", "H", "C", "C", "H", "H", "C", "H", "H", "N", "H", "H", "N", "H", "H", "H", "H", "N", "H", "N", "H", "H", "C", "H", "P", "C", "C", "H", "H", "H", "H", "H", "C", "H", "H", "H", "C", "H", "C", "C", "C", "H", "C", "H", "H", "C", "H", "H", "C", "H", "H", "H", "H", "H", "H", "H", "H", "O", "H", "C", "H", "H", "H", "H", "H", "H", "H", "H", "N", "H", "H", "H", "C", "H", "H", "H", "H", "H", "H", "N", "H", "H", "N", "H", "N", "H", "H", "H", "C", "H", "H", "P", "H", "H", "H", "N", "H", "C", "H", "H", "C", "H", "H", "P", "H", "H", "C", "N", "C", "H", "H", "C", "H", "N", "H", "O", "P", "C", "N", "H", "H", "H", "N", "H", "P", "H", "H", "H", "C", "H", "H", "H", "O", "C", "H", "O", "H", "H", "H", "H", "H", "H", "H", "H", "C", "H", "H", "O", "H", "H", "H", "O", "H", "P", "H", "C", "N", "C", "C", "C", "H", "C", "C", "C", "H", "H", "H", "H", "N", "H", "H", "H"], "positions_angstrom": [[-4.44972, 4.02876, -0.59073], [2.85464, -3.50253, 7.29910], [1.55865, 0.22797, 5.99545], [-0.64368, 2.99343, -4.30026], [-1.93139, -3.72021, 2.18819], [-4.53955, -0.81652, -5.89644], [-1.55638, 2.20105, 6.77849], [-7.20344, 3.58411, -0.98270], [-2.60684, 1.16728, -0.15522], [2.19483, 5.45429, 4.64584], [3.30082, -7.03018, -1.74937], [0.22108, -2.33508, 0.11587], [-0.46778, -3.26429, 4.88940], [6.22366, -3.59936, -4.57888], [5.07547, -2.53533, 0.07247], [6.97633, -6.82181, 4.07581], [5.83462, -2.28507, 3.37269], [8.32358, -6.22009, 0.14303], [-0.07774, -5.95396, -3.58741], [-3.34105, -0.40371, -0.76666], [-2.05040, -2.57126, -6.22153], [3.87163, -5.70524, 3.53592], [8.57909, -3.83748, 1.89087], [-0.97867, -2.75345, -6.12195], [3.46345, 2.30384, 2.46670], [-2.12344, 5.16504, -4.61468], [-2.82531, 0.14421, 0.02021], [0.46343, 0.72010, -4.79321], [1.44929, -2.04786, 7.34992], [-3.97223, -4.52295, 0.70353], [-1.33004, 5.28324, 3.85771], [-6.42493, 3.64872, 4.97215], [-0.87636, 0.97855, 1.85485], [1.63454, -3.89080, -4.26685], [5.27755, -8.45394, -2.89659], [2.05764, -1.44325, -0.07598], [-3.01388, -0.10918, 4.17612], [-4.22859, 3.97681, 4.90792], [5.28872, -3.78594, -5.02864], [0.44054, -1.42707, 8.20919], [1.51117, 2.53591, -2.65191], [-8.05178, 6.04082, -0.22665], [1.71091, -3.66006, 3.62976], [5.23020, 1.21321, 2.82355], [-4.61562, 3.30725, -1.44375], [-0.21190, 0.79800, -6.33918], [3.72829, 4.69631, 3.34030], [5.12076, -5.08860, 0.65689], [-9.65985, 2.84748, -1.79677], [5.32658, 3.56377, 0.41376], [-2.38149, 1.68361, -6.62433], [-7.50162, 4.56019, -2.09504], [-5.81324, 4.46925, 2.02751], [4.66627, -5.08792, 3.98853], [-2.38513, -3.04320, 2.91722], [2.70600, 5.64548, 0.12085], [-4.31851, 5.30976, 4.21540], [2.03988, 1.51724, -2.67765], [-1.11338, 4.19261, 4.00313], [-3.11148, 1.72384, 5.40676], [-6.38140, 3.65974, 1.60202], [-1.93262, 2.43523, -4.58322], [3.64353, 4.90412, -1.07872], [-3.41080, -0.78210, -4.12477], [-2.16745, -1.31684, -6.96321], [0.51621, 5.78316, -5.41818], [-3.01298, 3.26265, 6.76808], [-6.06530, -1.96291, -6.64357], [5.22474, 2.69286, 3.68338], [-1.41330, 2.30493, -1.41328], [-1.48694, 0.35381, 5.06711], [3.44661, 0.56903, 1.14993], [-0.21771, -1.46437, -7.47439], [-2.92391, 4.41023, -4.55000], [1.64789, -2.58337, 3.43488], [4.02063, 4.22777, 0.70657], [4.76596, -4.03926, -2.63036], [-6.98206, 1.18092, -2.16776], [0.05672, 2.40281, -2.95509], [-3.77391, 2.53976, -1.52408], [1.51447, 1.00529, -6.14131], [2.36928, 0.46659, 2.64092], [6.33918, -1.51306, 0.79726], [7.55153, -4.55462, 1.21250], [6.86419, -6.82093, 2.22292], [4.50595, 5.93151, 3.14575], [-1.41258, -2.15762, -0.10149], [5.05428, -1.62582, 3.70662], [-1.10566, 4.08964, 5.08900], [-2.38276, 4.65533, 1.71991], [-5.22214, 0.08136, -9.16204], [-1.10728, -0.10033, 1.73885], [-0.82890, 1.66305, -2.05683], [3.94721, 6.89060, 3.43163], [1.86850, 1.80199, 4.60348], [5.44763, -2.09677, 0.95371], [2.19013, -3.15363, -3.63917], [-5.85834, 2.04600, -3.17848], [-0.79430, 4.65978, -4.22853], [5.43560, -7.37539, 3.19761], [3.43346, -8.07421, -1.44046], [-3.54435, 0.66094, -8.03508], [-0.09222, 4.09139, 3.52262], [-2.89176, 2.64044, -8.08223], [2.00988, -3.72392, -5.22673], [-0.01767, -4.36509, 0.16876], [-2.22819, 3.40671, 3.38860], [6.00138, 3.61801, 1.25203], [5.81914, -5.29581, 3.13860], [0.63748, -6.17141, -5.14572], [4.79919, 6.07924, 2.13565], [-6.01119, 1.55493, -2.26224], [-3.97196, 0.67061, -10.16302], [3.08796, 3.84250, 2.04278], [-4.50251, 0.87948, -9.18094], [-3.92626, -0.07179, -4.73069], [-3.44677, 0.20132, 0.88039], [6.73790, -1.70267, 3.20941], [-7.83931, 1.41435, 0.69856], [-0.13251, 6.62691, -4.04129], [-0.86050, -3.77644, 2.38863], [-0.32437, -2.17980, 4.83387], [4.71547, -1.29382, 1.16898], [-0.99168, -0.21598, -8.43928], [0.95697, 2.89669, -7.59859], [-7.58538, 5.62688, 0.67016], [0.62034, -0.34487, -0.07337], [-5.54158, 3.72952, 5.61188], [-3.63518, -3.49754, 0.47785], [2.98362, 4.65454, 4.62740], [-5.51639, 2.78429, 6.20828], [2.76625, 1.10197, 1.86834], [1.77314, -3.54727, 8.85489], [-6.81440, 6.33529, 1.02796], [5.18938, -7.43366, -3.22777], [5.37243, 6.00551, 3.86730], [-4.29006, -2.82979, 1.02636], [0.20509, 5.67187, -4.39340], [-2.13211, 5.58513, -5.60132], [-0.22702, -0.74629, 2.03115], [-2.35165, 5.99856, -3.93615], [1.71488, 3.06716, -1.72249], [1.94007, 1.53459, 1.29926], [5.94408, -6.86942, -2.72344], [-2.34839, -4.69926, 2.44677], [1.21167, 1.53451, 7.63484], [-4.20923, 1.79695, 3.16927], [8.61581, -4.53565, -0.53430], [-2.66616, 2.26240, 6.66317], [5.14351, -4.87283, -1.93091], [-5.86317, -2.08993, -4.85487], [-3.25664, 0.64597, -5.11033], [2.24059, -6.76850, -1.76649], [1.06085, 0.35709, 4.05437], [3.86234, -3.71136, -2.19025], [-1.61659, 1.54365, -8.19531], [1.69064, -3.84640, 0.36991], [4.55091, -4.44825, -3.99228], [4.41993, 6.19266, -0.00767], [5.45089, -3.17415, -2.61040], [4.32361, 1.26957, 4.20359], [-1.13536, -1.27213, -8.03280], [4.84792, -2.78888, -5.22370], [-1.24671, -1.97372, -8.85834], [-8.37907, 5.65253, 1.42199], [8.34922, -3.68375, 2.95084], [-4.86806, 1.86077, -9.21004], [-0.99791, -1.74415, 4.05692], [-2.18885, -3.31982, 0.82351], [2.51438, 3.61163, 4.67012], [2.69149, 1.81941, 6.64929], [0.47432, 2.71221, -5.54133], [-2.45864, -3.44707, -6.70593], [-1.58822, -0.58866, 0.42558], [3.65563, 4.85775, 5.44584], [0.20717, 1.51206, 5.00877], [1.13193, -2.31470, 2.46019], [1.05648, -1.23501, -0.47977], [-3.58087, 5.26801, 3.42438], [2.71888, -2.29247, 3.38868], [3.53505, -5.74983, -4.22814], [-5.67559, 2.94309, 1.30616], [6.93812, -5.33011, -0.65576], [-0.68367, 3.18453, -7.25969], [-8.49747, 2.49918, -1.00781], [-5.26760, 0.77027, -2.03501], [-5.82188, -1.40955, -5.72808], [2.02547, 3.13524, -3.39996], [-6.58907, -0.60481, -5.63446], [0.85901, -6.21858, -4.07727], [-4.12204, 6.24257, 4.85385], [-10.30060, 1.98075, -1.93055], [5.91586, -4.50720, 1.71388], [8.77624, -2.79165, 1.47521], [0.56177, -3.68312, -4.19431], [6.28763, -6.62816, 3.16163], [3.90079, -6.91382, -3.06436], [-2.14796, 3.64182, 1.95498], [6.20563, -2.96829, 4.14580], [5.30104, 2.46491, 0.14989], [-8.76493, 1.75121, 0.21076], [5.51016, -7.47721, -4.27359], [-5.85773, 2.55497, -1.17491], [1.14582, -7.26223, -3.88728], [3.65959, -6.21506, -5.63197], [-3.72202, -0.90048, -7.40180], [3.72568, 5.34300, -0.05781], [-7.01501, 4.30649, 0.45420], [1.17058, 5.36575, -3.93683], [4.87322, -5.49945, 4.97514], [-1.12542, 3.39859, 1.66384], [5.48005, -2.96247, 2.12077], [-9.33497, 2.42159, 0.87741], [2.01128, -1.33244, 5.95682], [4.37346, -4.07189, 3.95425], [-4.73562, 3.97186, -2.33618], [-1.91709, -0.38524, 2.41983], [-2.55061, 1.65246, -7.70263], [-5.24698, 5.50678, 3.70757], [5.72459, 4.07906, -0.43365], [2.94587, -2.29116, 8.70944], [1.66150, 4.05755, 1.67935], [0.29546, 3.31365, -6.82280], [9.49516, -4.44117, 1.87452], [3.47634, -1.55794, 5.81443], [-4.76128, 0.43867, -4.16165], [3.76561, -6.37386, -1.01738], [-3.07397, 1.60862, 7.46377], [-3.72886, -3.39544, -0.57830], [2.67288, 0.43665, 7.76666], [-2.59521, -2.43096, -5.28422], [-2.85148, -0.22171, 5.98022], [-9.48945, 3.32652, -2.72275], [0.57404, 1.23557, -5.72850], [-5.66936, 4.57339, 6.28992], [-0.21161, -0.81634, 7.55043], [-1.96744, -2.34534, -1.43621], [-1.52932, 1.04848, -2.62129], [0.96424, -0.98312, -1.54505], [5.16428, -4.38097, -5.91126], [-4.29878, -1.91059, -8.29220], [-0.23966, 1.03268, -1.39765], [-3.49076, 2.65733, 4.12001], [0.47264, 4.40989, -6.70487], [2.32046, -2.94509, 8.06899], [1.97571, -5.23281, -3.77666], [1.13992, 1.05310, 4.87230], [-2.57076, 0.38946, 5.14370], [2.08122, 1.04622, 7.05959], [1.01841, -0.79227, 8.90257], [4.60560, 1.85209, 3.30841], [7.89108, -5.23910, -0.04752], [0.75717, -3.65489, -0.18939], [0.84637, -3.78143, -1.30797], [-0.61286, -1.71407, 5.79496], [-2.85251, 2.97530, 1.41849], [-9.35785, 0.76081, 0.17013], [1.08649, -1.87240, 4.60553], [-7.10565, 3.33786, 2.42574], [-10.25960, 3.56204, -1.16883], [-0.05030, -2.20426, 8.82617]], "mulliken_charge": [0.26, 0.19, 1.45, -0.31, -0.80, 0.73, -0.10, 0.15, -0.59, 0.29, -0.63, 0.42, 0.46, 0.39, -0.21, 0.25, -1.25, 0.24, 0.30, 0.60, -0.83, 0.39, -1.05, 0.18, 1.19, -1.08, -0.97, -0.02, 0.49, 0.38, 0.30, 0.17, -0.42, -1.40, 0.44, 0.29, 0.11, 0.15, -1.11, -0.69, -1.42, 0.36, 0.44, 0.57, -0.78, 0.48, 0.68, -0.57, -1.06, -0.94, 0.13, -0.94, 0.27, -0.67, 0.24, 0.32, -0.84, 0.24, -0.97, 0.41, -1.16, -0.54, 0.51, 0.29, 0.54, 0.36, 0.47, 0.33, 0.32, 0.23, -0.30, -0.07, 0.40, 0.17, 0.81, 0.62, -0.27, 0.56, 1.16, -0.01, 0.58, -0.51, 0.33, 0.54, 0.29, -1.11, 0.26, 0.05, 0.37, 0.62, 0.31, 1.57, -0.07, 0.30, -0.67, 0.05, 0.07, 0.48, 0.41, 0.31, 0.37, 0.45, -0.05, 0.32, 0.55, 0.55, 1.78, 0.32, 0.40, 0.41, 0.35, -1.25, 0.33, 0.01, -1.08, 0.56, 0.46, 0.29, 0.19, 0.36, 0.02, 0.34, -0.53, 0.22, 0.38, -1.13, -1.35, -0.92, -1.10, 0.02, 0.32, -0.15, 0.28, 0.29, -1.05, 0.29, 0.27, -0.97, 0.35, -1.37, 0.40, 0.70, 0.01, 0.24, 0.53, 0.19, -1.13, 0.38, -0.97, -0.58, 0.26, -0.78, 0.19, -0.69, -0.14, 0.36, 0.11, 0.47, 0.36, 0.65, 0.12, -1.07, 0.28, 0.28, 0.33, 0.31, 0.35, -0.97, 0.29, -0.24, 0.32, 0.08, 0.30, 1.29, 0.39, -0.33, -0.62, 0.72, 0.11, -1.15, 0.32, 0.37, -0.06, 0.11, 0.43, 0.05, -1.17, 0.45, 0.30, -1.22, 0.23, 0.31, -0.68, 0.19, 0.36, -0.91, 0.32, -0.87, 0.46, 0.09, -0.84, 0.33, 0.49, 0.39, -0.88, -0.01, -1.45, 0.89, 0.16, 0.42, -0.07, 1.38, 0.29, -0.28, -0.11, 0.43, 0.16, -0.73, 0.41, 0.46, 0.32, -1.05, -0.60, 0.44, -0.94, -0.26, 0.15, 0.37, 0.28, 0.38, 0.26, 0.51, 0.31, -1.21, 0.42, 0.07, -1.04, 0.05, 0.36, 0.35, -0.90, -0.50, 0.38, 0.07, -0.89, 0.72, 0.34, -0.40, -1.18, 0.40, -1.29, -0.63, -1.36, 0.31, 0.02, -0.31, 0.31, 0.79, 0.04, 0.30, 0.30]}